(1)
{
  "formula": "C16H17F3N4O2",
  "method": "ωB97M-V/def2-TZVPD",
  "total_energy_ha": -1289.0345,
  "gap_ev": 9.86,
  "multiplicity": 1,
  "relative_energy_kcal_mol": 50.0,
  "homo_energy_ha": -0.3388,
  "elements": ["N", "C", "O", "C", "N", "C", "C", "N", "C", "N", "O", "C", "C", "C", "C", "C", "C", "C", "H", "C", "F", "F", "F", "H", "H", "H", "H", "H", "H", "H", "C", "C", "H", "H", "C", "H", "H", "H", "H", "H", "H", "H"],
  "coordinates": [[2.8760, 0.2167, -4.2110], [3.0950, -1.1087, -4.1270], [4.1788, -1.6278, -4.2715], [1.8216, -1.9167, -3.8742], [0.7944, -1.1128, -3.2253], [0.9169, -1.0239, -1.7877], [0.1244, 0.1377, -1.3096], [-0.8446, 0.1414, -0.4484], [-1.2255, 1.4530, -0.4125], [-0.5255, 2.2008, -1.2155], [0.3614, 1.3560, -1.8090], [-2.2977, 1.9630, 0.4786], [-1.7940, 1.9536, 1.8997], [-1.5616, 3.1361, 2.5882], [-1.0778, 3.1126, 3.8856], [-0.8098, 1.9080, 4.5108], [-1.0366, 0.7256, 3.8196], [-1.5243, 0.7419, 2.5211], [-1.6842, -0.1833, 1.9883], [-0.7269, -0.6016, 4.4509], [-1.6843, -1.5166, 4.2214], [-0.5774, -0.5352, 5.7814], [0.4157, -1.1339, 3.9710], [-0.4311, 1.8818, 5.5205], [-0.9041, 4.0382, 4.4121], [-1.7602, 4.0819, 2.1066], [-3.1638, 1.3042, 0.3915], [-2.5632, 2.9718, 0.1660], [0.5641, -1.9215, -1.2539], [1.9697, -0.8554, -1.5408], [-0.5256, -1.5209, -3.7105], [-0.2751, -2.6100, -4.7575], [-0.3487, -3.5974, -4.3004], [-0.9790, -2.5581, -5.5851], [1.1641, -2.3430, -5.1899], [1.2000, -1.5168, -5.9011], [1.6524, -3.2093, -5.6283], [-1.0152, -0.6494, -4.1604], [-1.1581, -1.8794, -2.8916], [2.0927, -2.8085, -3.2872], [3.6477, 0.8436, -4.3616], [1.9600, 0.5783, -3.9998]],
  "mulliken_charge": [-0.274, 0.043, -0.651, 0.268, 0.146, -0.765, 0.527, -0.400, 0.803, -0.639, -0.071, -1.046, 0.635, -0.778, -0.623, -0.790, 0.042, -0.277, 0.454, 0.917, -0.263, -0.280, -0.253, 0.462, 0.396, 0.382, 0.313, 0.428, 0.281, 0.421, -0.651, -0.718, 0.331, 0.361, -0.772, 0.353, 0.355, 0.294, 0.305, 0.274, 0.227, 0.235]
}

(2)
{
  "formula": "C15H14N2O6W",
  "method": "ωB97M-V/def2-TZVPD",
  "charge": 2,
  "total_energy_ha": -1207.5301,
  "gap_ev": [7.58, 8.60],
  "multiplicity": 3,
  "relative_energy_kcal_mol": 0.0,
  "homo_energy_ha": [-0.5739, -0.6123],
  "elements": ["W", "O", "C", "C", "C", "N", "C", "C", "C", "O", "O", "C", "O", "O", "H", "H", "H", "O", "C", "C", "C", "C", "C", "C", "C", "C", "N", "H", "H", "H", "H", "H", "H", "H", "H", "H", "H", "H"],
  "coordinates": [[0.2148, -0.0012, -0.5599], [1.3856, -6.0359, -1.1583], [1.0767, -4.7592, -1.0966], [-0.2443, -4.2705, -1.1534], [-0.4249, -2.9177, -1.0655], [0.6047, -2.0852, -0.9060], [1.8668, -2.5298, -0.8852], [2.1574, -3.8591, -0.9678], [2.8252, -1.3737, -0.7783], [3.9985, -1.4210, -0.6969], [2.0975, -0.1938, -0.7925], [-1.7191, -2.1433, -1.1325], [-2.8074, -2.6000, -1.1593], [-1.4329, -0.8006, -1.1564], [0.6207, -6.6209, -1.2552], [-1.0953, -4.9290, -1.2785], [3.1756, -4.2249, -0.9525], [-0.2136, -0.2779, 1.4544], [-1.3211, 0.4745, 2.1105], [-0.7602, 1.6880, 2.8129], [0.2554, 2.4855, 1.9735], [-0.2209, 2.9611, 0.6261], [-0.6566, 4.2637, 0.4579], [-0.9994, 4.7339, -0.8005], [-0.8718, 3.8917, -1.8987], [-0.4482, 2.6100, -1.6795], [-0.1527, 2.1252, -0.4421], [0.5005, -0.4750, 2.0792], [-1.8147, -0.2224, 2.7827], [-1.9978, 0.7173, 1.2933], [-0.2693, 1.3835, 3.7400], [-1.6009, 2.3202, 3.1050], [1.1796, 1.9176, 1.8406], [0.5371, 3.3621, 2.5546], [-0.7035, 4.9156, 1.3195], [-1.3383, 5.7534, -0.9303], [-1.0927, 4.2250, -2.9024], [-0.3105, 1.9125, -2.5017]],
  "lowdin_spin": [1.652, 0.012, 0.015, -0.001, 0.010, -0.004, 0.009, -0.001, 0.008, 0.014, 0.052, 0.009, 0.021, 0.063, 0.000, 0.000, 0.000, 0.058, 0.009, 0.002, 0.002, 0.006, 0.001, 0.006, 0.002, 0.024, 0.021, 0.003, 0.000, 0.001, 0.000, 0.000, 0.001, 0.000, 0.000, 0.000, 0.000, 0.006]
}

(3)
{
  "formula": "C11H14BNO5",
  "method": "ωB97M-V/def2-TZVPD",
  "total_energy_ha": -883.4775,
  "gap_ev": 9.38,
  "multiplicity": 1,
  "relative_energy_kcal_mol": 26.9,
  "homo_energy_ha": -0.3292,
  "elements": ["O", "O", "O", "O", "O", "B", "C", "C", "C", "C", "C", "C", "C", "N", "C", "C", "C", "C", "H", "H", "H", "H", "H", "H", "H", "H", "H", "H", "H", "H", "H", "H"],
  "coordinates": [[5.4469, -1.3952, -0.6815], [1.1696, -0.1784, 1.7083], [4.2177, -1.9495, 1.0890], [0.7993, -1.7867, -1.4286], [-0.7865, 1.2554, 1.8704], [0.0051, 0.3452, 1.1131], [4.3786, -1.7627, -0.2206], [-1.9401, 0.3545, -2.6265], [-0.8637, -0.5099, -2.6229], [-2.3575, 1.0979, -1.5039], [-0.1422, -0.7319, -1.4339], [-0.5334, 0.0417, -0.3376], [-1.6442, 0.9062, -0.3597], [-3.3009, 2.2347, 2.8275], [1.8715, -1.6209, -0.5127], [3.2241, -2.0033, -1.1320], [-3.1856, 1.5045, 1.5795], [-1.7912, 1.6674, 0.9508], [1.1981, 0.1596, 2.6032], [5.0438, -1.6237, 1.4958], [-2.5470, 0.4413, -3.5058], [-0.5726, -0.9974, -3.5569], [-3.1569, 1.7916, -1.5620], [-2.6538, 1.8950, 3.5304], [-3.0701, 3.1967, 2.6491], [1.6293, -2.2757, 0.3474], [1.8670, -0.5786, -0.1595], [3.2011, -3.0430, -1.4379], [3.3697, -1.4717, -2.0647], [-3.9403, 1.8947, 0.8907], [-3.3750, 0.4316, 1.7913], [-1.5606, 2.7105, 0.7001]],
  "mulliken_charge": [-0.592, -0.636, -0.415, -0.464, -0.534, 0.843, 0.553, -0.539, -0.794, -0.846, 0.205, 0.801, -0.346, -0.667, -0.120, -0.589, -0.684, 0.385, 0.269, 0.342, 0.392, 0.409, 0.492, 0.298, 0.274, 0.297, 0.152, 0.308, 0.268, 0.335, 0.336, 0.266]
}

(4)
{
  "formula": "C5H12ClFS",
  "method": "ωB97M-V/def2-TZVPD",
  "total_energy_ha": -1155.8089,
  "gap_ev": 9.28,
  "multiplicity": 1,
  "relative_energy_kcal_mol": 77.9,
  "homo_energy_ha": -0.3151,
  "elements": ["C", "C", "C", "C", "C", "H", "H", "H", "H", "H", "H", "H", "H", "H", "H", "H", "H", "F", "S", "Cl"],
  "coordinates": [[-1.8955, 1.7196, 0.1875], [-1.7193, -1.0061, -0.1205], [1.9310, -0.6491, -1.1110], [1.5117, 0.1654, 0.0512], [0.5957, -0.4279, 1.0056], [-1.2688, 1.5324, 1.1483], [-1.0905, 1.7747, -0.5183], [-2.4540, 2.6450, 0.1763], [-0.8243, -0.7061, -0.7515], [-1.2355, -1.3834, 0.8350], [-2.2065, -1.9881, -0.6082], [2.2530, -1.7388, -0.9941], [2.9876, -0.0827, -1.4867], [1.1511, -0.6910, -1.7861], [0.8846, 0.0100, 2.1310], [0.8419, -1.5873, 0.8468], [-0.5006, 0.0104, 0.7809], [2.8051, 0.2425, 0.6518], [-2.9144, 0.3309, -0.1320], [1.1475, 1.8294, -0.3059]],
  "mulliken_charge": [-0.632, -0.288, -1.466, 1.176, -0.712, 0.348, 0.155, 0.357, -0.133, 0.334, 0.301, 0.313, 0.297, 0.441, 0.272, 0.355, -0.511, -0.317, -0.100, -0.188]
}